1.
{"formula": "C24H20ClN2O7OsPS2", "method": "the ωB97M-V functional and the def2-TZVPD basis", "charge": 2, "fmax_ev_per_a": 0.8, "e_above_lowest_ev": 0.058, "e_tot_ev": -88450.93135, "homo_energy_ev": [-13.5, -13.5], "orbital_gap_ha": [0.1718, 0.1718], "lumo_ev": [-8.83, -8.82], "symbols": ["Os", "O", "Cl", "O", "O", "O", "O", "S", "O", "O", "C", "C", "C", "C", "C", "C", "P", "C", "C", "C", "C", "C", "C", "C", "C", "C", "C", "C", "C", "H", "H", "H", "H", "H", "H", "H", "H", "H", "H", "H", "H", "H", "H", "N", "C", "S", "C", "C", "C", "N", "C", "C", "H", "H", "H", "H", "H", "H"], "positions_angstrom": [[0.23, -1.41, -1.11], [-2.58, -1.90, -3.68], [-2.12, -2.03, -2.38], [-2.92, -2.77, -1.51], [-1.71, -0.72, -1.73], [-0.70, -2.65, -2.39], [0.01, -3.17, 0.09], [1.45, -3.17, 0.53], [2.16, -4.39, 0.52], [1.99, -2.10, -0.47], [1.47, -2.39, 2.09], [2.26, -2.90, 3.09], [2.24, -2.28, 4.34], [1.44, -1.18, 4.55], [0.64, -0.67, 3.53], [0.64, -1.28, 2.28], [-0.47, -0.60, 1.02], [-2.14, -1.09, 1.37], [-2.34, -2.24, 2.15], [-3.63, -2.69, 2.38], [-4.71, -2.00, 1.84], [-4.51, -0.86, 1.07], [-3.23, -0.40, 0.82], [-0.18, 1.17, 1.05], [-1.16, 2.09, 1.45], [-0.83, 3.44, 1.50], [0.44, 3.87, 1.17], [1.42, 2.95, 0.80], [1.11, 1.60, 0.75], [2.88, -3.77, 2.90], [2.86, -2.67, 5.14], [1.43, -0.69, 5.52], [0.03, 0.20, 3.71], [-1.50, -2.78, 2.57], [-3.79, -3.57, 2.97], [-5.72, -2.35, 2.02], [-5.35, -0.33, 0.65], [-3.08, 0.47, 0.20], [-2.15, 1.76, 1.73], [-1.58, 4.16, 1.81], [0.69, 4.92, 1.23], [2.43, 3.28, 0.58], [1.89, 0.89, 0.50], [2.06, 4.26, -4.96], [2.60, 3.03, -4.94], [3.82, 2.57, -5.93], [2.00, 2.06, -3.97], [0.69, 2.18, -3.49], [0.18, 1.22, -2.64], [0.91, 0.16, -2.24], [2.18, 0.04, -2.69], [2.74, 0.96, -3.55], [2.42, 4.92, -5.63], [1.36, 4.57, -4.32], [0.04, 2.98, -3.79], [-0.82, 1.30, -2.26], [2.75, -0.82, -2.35], [3.75, 0.83, -3.90]], "nbo_charge": [1.24, -0.65, 2.51, -0.68, -0.79, -0.69, -0.89, 2.38, -0.81, -0.86, -0.36, -0.14, -0.15, -0.17, -0.10, -0.41, 1.38, -0.49, -0.09, -0.21, -0.13, -0.20, -0.17, -0.47, -0.11, -0.21, -0.14, -0.20, -0.19, 0.27, 0.26, 0.25, 0.23, 0.22, 0.25, 0.25, 0.24, 0.23, 0.23, 0.25, 0.25, 0.24, 0.22, -0.74, 0.03, 0.02, 0.04, -0.23, 0.09, -0.49, 0.05, -0.19, 0.43, 0.40, 0.25, 0.24, 0.24, 0.28]}



2.
{"formula": "C24H20ClN3O4S", "method": "the ωB97M-V functional and the def2-TZVPD basis", "fmax_ev_per_a": 1.5, "e_above_lowest_ev": 1.545, "e_tot_ev": -61228.99970, "smiles": "CCOc1ccc2nc(Cl)c([C@@H]3CC(c4ccco4)=NN3S(=O)(=O)c3ccccc3)cc2c1", "homo_energy_ev": -8.0, "orbital_gap_ha": 0.2900, "lumo_ev": -0.08, "symbols": ["C", "C", "O", "C", "C", "C", "C", "N", "C", "Cl", "C", "C", "C", "C", "C", "C", "C", "C", "O", "N", "N", "S", "O", "O", "C", "C", "C", "C", "C", "C", "C", "C", "C", "H", "H", "H", "H", "H", "H", "H", "H", "H", "H", "H", "H", "H", "H", "H", "H", "H", "H", "H", "H"], "positions_angstrom": [[6.11, -2.59, -3.03], [6.09, -2.52, -1.51], [4.81, -2.79, -0.97], [3.83, -1.86, -1.03], [4.00, -0.53, -1.48], [2.95, 0.35, -1.50], [1.68, -0.05, -1.06], [0.66, 0.83, -1.08], [-0.51, 0.47, -0.66], [-1.69, 1.73, -0.71], [-0.83, -0.83, -0.17], [-2.16, -1.22, 0.40], [-3.40, -0.83, -0.42], [-4.03, 0.22, 0.48], [-5.17, 1.00, 0.10], [-5.90, 0.97, -1.07], [-6.90, 1.94, -0.93], [-6.71, 2.50, 0.31], [-5.67, 1.94, 0.93], [-3.43, 0.33, 1.61], [-2.40, -0.54, 1.68], [-1.24, -0.43, 2.88], [-1.90, -0.20, 4.12], [-0.43, -1.60, 2.73], [-0.28, 1.02, 2.44], [1.06, 0.88, 2.13], [1.77, 2.00, 1.74], [1.14, 3.23, 1.67], [-0.20, 3.35, 1.99], [-0.92, 2.24, 2.38], [0.20, -1.74, -0.16], [1.49, -1.38, -0.60], [2.58, -2.27, -0.60], [5.76, -3.57, -3.36], [5.46, -1.83, -3.47], [7.12, -2.44, -3.40], [6.72, -3.31, -1.10], [6.47, -1.56, -1.15], [4.97, -0.19, -1.82], [3.08, 1.36, -1.84], [-2.13, -2.30, 0.61], [-3.16, -0.43, -1.40], [-4.09, -1.67, -0.54], [-5.73, 0.33, -1.91], [-7.66, 2.20, -1.64], [-7.24, 3.27, 0.83], [1.51, -0.10, 2.19], [2.82, 1.91, 1.48], [1.69, 4.10, 1.35], [-0.69, 4.32, 1.93], [-1.97, 2.29, 2.64], [0.03, -2.73, 0.22], [2.46, -3.28, -0.24]], "nbo_charge": [-0.64, -0.06, -0.49, 0.31, -0.28, -0.18, 0.20, -0.44, 0.21, 0.02, -0.12, -0.06, -0.46, 0.17, 0.22, -0.27, -0.32, 0.11, -0.37, -0.19, -0.53, 2.33, -0.90, -0.94, -0.36, -0.20, -0.20, -0.19, -0.22, -0.13, -0.10, -0.10, -0.24, 0.22, 0.21, 0.22, 0.20, 0.17, 0.22, 0.23, 0.23, 0.24, 0.23, 0.23, 0.23, 0.21, 0.24, 0.22, 0.22, 0.22, 0.24, 0.23, 0.22]}



3.
{"formula": "C24H20F6HfN6O4S2", "method": "the ωB97M-V functional and the def2-TZVPD basis", "charge": 2, "fmax_ev_per_a": 3.8, "e_tot_ev": -81613.40247, "homo_energy_ev": -14.4, "orbital_gap_ha": 0.3073, "lumo_ev": -6.01, "symbols": ["Hf", "C", "N", "C", "C", "N", "C", "C", "C", "C", "C", "C", "N", "C", "N", "C", "C", "C", "C", "C", "C", "N", "H", "H", "H", "H", "H", "H", "H", "H", "H", "H", "H", "H", "H", "H", "H", "F", "C", "F", "F", "S", "O", "O", "N", "S", "O", "O", "C", "F", "F", "F", "C", "C", "C", "C", "C", "C", "H", "H", "H", "H", "H"], "positions_angstrom": [[0.18, 0.27, 0.24], [1.60, -2.83, 0.89], [0.70, -1.93, 1.61], [-0.63, -2.51, 1.87], [-1.51, -1.39, 2.32], [-1.17, -0.13, 2.05], [-2.13, 0.66, 2.70], [-2.26, 2.04, 2.81], [-3.36, 2.52, 3.49], [-4.30, 1.67, 4.08], [-4.16, 0.29, 4.03], [-3.07, -0.20, 3.32], [-2.62, -1.48, 3.08], [1.31, -2.70, -0.57], [0.76, -1.62, -1.11], [0.76, -1.85, -2.49], [0.35, -1.09, -3.58], [0.58, -1.59, -4.85], [1.17, -2.84, -5.05], [1.55, -3.63, -3.99], [1.34, -3.12, -2.72], [1.65, -3.62, -1.48], [1.51, -3.88, 1.20], [2.63, -2.50, 1.07], [1.12, -1.67, 2.50], [-0.60, -3.30, 2.63], [-1.01, -2.94, 0.93], [-1.52, 2.70, 2.37], [-3.51, 3.59, 3.56], [-5.15, 2.09, 4.59], [-4.86, -0.36, 4.52], [-3.06, -2.33, 3.40], [-0.12, -0.13, -3.45], [0.28, -1.01, -5.71], [1.34, -3.19, -6.06], [2.00, -4.60, -4.13], [2.08, -4.52, -1.30], [-4.30, 0.94, -2.47], [-3.85, 1.31, -1.29], [-4.23, 0.43, -0.37], [-4.30, 2.50, -0.97], [-1.97, 1.25, -1.21], [-1.63, -0.17, -1.27], [-1.58, 1.70, 0.11], [-1.31, 2.14, -2.31], [0.19, 2.41, -1.85], [0.81, 1.10, -1.62], [0.34, 3.22, -0.70], [1.11, 3.13, -3.35], [0.31, 3.84, -4.11], [1.59, 2.10, -4.03], [2.11, 3.86, -2.90], [4.59, 2.04, 1.62], [3.53, 2.32, 2.47], [2.26, 1.79, 2.21], [2.02, 0.94, 1.11], [3.14, 0.66, 0.30], [4.39, 1.19, 0.54], [5.55, 2.49, 1.79], [3.67, 2.95, 3.33], [1.45, 2.05, 2.89], [3.00, 0.00, -0.57], [5.22, 0.95, -0.12]], "nbo_charge": [2.42, -0.27, -0.63, -0.28, 0.44, -0.66, 0.07, -0.19, -0.19, -0.17, -0.24, 0.17, -0.49, 0.43, -0.64, 0.16, -0.22, -0.18, -0.17, -0.22, 0.10, -0.49, 0.23, 0.27, 0.42, 0.24, 0.24, 0.23, 0.24, 0.24, 0.24, 0.45, 0.22, 0.24, 0.24, 0.24, 0.45, -0.26, 0.82, -0.28, -0.26, 2.17, -0.93, -0.96, -1.11, 2.17, -1.01, -0.83, 0.82, -0.26, -0.28, -0.26, -0.15, -0.20, -0.16, -0.69, -0.21, -0.20, 0.24, 0.24, 0.21, 0.21, 0.23]}



4.
{"formula": "C24H20FN6O4S2TeV", "method": "the ωB97M-V functional and the def2-TZVPD basis", "charge": 3, "multiplicity": 2, "fmax_ev_per_a": 0.5, "e_above_lowest_ev": 0.806, "e_tot_ev": -99687.01372, "homo_energy_ev": [-17.2, -17.2], "orbital_gap_ha": [0.2035, 0.2328], "lumo_ev": [-11.63, -10.85], "s_squared": 0.89, "symbols": ["V", "N", "C", "N", "C", "C", "S", "C", "C", "S", "C", "N", "N", "H", "H", "H", "H", "H", "H", "Te", "C", "C", "C", "C", "C", "C", "C", "C", "C", "C", "C", "C", "H", "H", "H", "H", "H", "H", "H", "H", "H", "H", "F", "C", "C", "N", "C", "C", "O", "O", "C", "O", "N", "C", "O", "H", "H", "H", "H"], "positions_angstrom": [[-0.48, -0.44, -0.60], [-3.86, 0.23, -1.52], [-3.15, 1.13, -0.86], [-1.85, 0.97, -0.49], [-1.36, 2.14, 0.12], [-2.27, 3.12, 0.25], [-3.80, 2.63, -0.37], [0.08, 2.11, 0.41], [0.91, 3.03, 0.90], [2.55, 2.45, 0.95], [2.05, 0.94, 0.29], [0.71, 0.88, 0.09], [2.89, -0.03, 0.03], [-3.45, -0.61, -1.90], [-4.80, 0.43, -1.80], [-2.14, 4.10, 0.67], [0.68, 4.03, 1.23], [3.88, 0.09, 0.17], [2.61, -0.89, -0.43], [-0.73, -2.40, 1.33], [1.35, -2.57, 1.59], [2.03, -3.25, 0.58], [3.39, -3.47, 0.72], [4.05, -3.02, 1.86], [3.35, -2.36, 2.87], [1.99, -2.12, 2.74], [-1.34, -1.16, 2.90], [-0.69, 0.02, 3.24], [-1.16, 0.75, 4.32], [-2.27, 0.31, 5.03], [-2.92, -0.86, 4.67], [-2.46, -1.61, 3.60], [1.51, -3.64, -0.30], [3.93, -4.01, -0.05], [5.10, -3.22, 1.98], [3.86, -2.04, 3.77], [1.44, -1.64, 3.53], [0.19, 0.35, 2.71], [-0.66, 1.67, 4.61], [-2.63, 0.89, 5.87], [-3.78, -1.20, 5.24], [-2.96, -2.53, 3.34], [-3.07, 1.46, -4.83], [-1.83, 1.44, -4.39], [-0.97, 0.48, -4.75], [0.33, 0.46, -4.26], [1.14, -0.74, -4.30], [1.36, -1.28, -2.90], [2.26, -1.88, -2.45], [0.22, -1.01, -2.03], [0.79, 1.42, -3.38], [1.84, 1.29, -2.79], [-0.08, 2.46, -3.14], [-1.44, 2.50, -3.47], [-2.17, 3.32, -2.97], [-1.25, -0.30, -5.45], [2.13, -0.53, -4.71], [0.67, -1.51, -4.90], [0.28, 3.22, -2.58]], "lowdin_spin": [1.28, 0.00, 0.00, 0.00, 0.01, 0.00, 0.00, 0.01, -0.01, 0.00, 0.00, -0.01, -0.01, 0.00, 0.00, 0.00, 0.00, 0.00, 0.00, -0.16, -0.01, -0.01, 0.00, -0.01, 0.00, -0.01, -0.01, -0.01, 0.00, -0.01, 0.00, -0.01, 0.00, 0.00, 0.00, 0.00, 0.00, 0.00, 0.00, 0.00, 0.00, 0.00, 0.00, 0.00, 0.00, 0.00, 0.00, 0.00, -0.01, -0.02, 0.00, 0.00, 0.00, 0.00, 0.00, 0.00, 0.00, 0.00, 0.00]}